Formula: C6H8Cl4N2O2
Source: OMol25
Level of theory: ωB97M-V/def2-TZVPD

Each line ends with the Mulliken charge.
Positions of all 22 atoms, in Å:
C  -0.35563  -2.24277  1.28198  -1.086
N  -0.15619  -1.32057  0.18931  -0.243
C  -1.05183  -0.76936  -0.48992  0.447
O  -0.69586  0.00692  -1.48026  -0.580
C  -2.59156  -0.76252  -0.21154  0.095
Cl  -2.62368  0.31638  1.25470  -0.175
Cl  -3.58214  0.05949  -1.39665  -0.127
H  -1.26520  -2.96808  1.33959  0.230
H  0.52005  -2.70634  1.36688  0.365
H  -0.59620  -1.51346  2.07943  0.409
H  0.28745  0.07953  -1.68008  0.361
H  -2.86859  -1.68640  0.15216  0.332
C  1.27039  2.67880  -0.70846  -0.813
C  2.26507  1.69161  -0.23253  0.571
O  3.21694  1.79312  0.48323  -0.526
N  2.00488  0.41996  -0.93686  -0.490
C  2.24362  -0.75597  -0.55024  0.586
Cl  2.09211  -1.91226  -1.83143  -0.088
Cl  2.99032  -1.21817  0.91870  -0.087
H  1.89975  3.56323  -0.93188  0.349
H  0.51688  2.18629  -1.36912  0.206
H  0.82765  3.12885  0.24749  0.263

SMILES: C/N=C(/O)C(Cl)Cl.CC(=O)N=C(Cl)Cl
Energy relative to the best compared isomer or geometry (same formula, charge and spin): 0.385 eV
HOMO: -9.84 eV
Orbital gap: 0.358 hartree